ORCA calculation (the ωB97M-V functional and the def2-TZVPD basis) on a structure of composition C15H22ClN5Zr at a distorted geometry.

```
44
Properties=species:S:1:pos:R:3:forces:R:3
C -4.007 1.131 -1.360 -1.072 -0.322 -0.663
C -4.669 -0.010 -0.764 -0.148 -1.495 1.145
C -4.046 2.389 -0.676 0.735 1.555 1.252
C -3.754 1.119 -2.786 1.110 -0.032 -1.506
Cl -1.239 0.047 -0.659 -3.500 -0.652 -1.702
H -5.054 2.794 -0.931 0.301 -0.121 0.064
H -3.312 3.148 -1.006 -0.424 -0.485 -0.187
H -3.998 2.343 0.428 -0.226 -0.265 -0.558
H -5.744 0.109 -1.044 0.404 0.017 0.036
H -4.645 -0.038 0.343 -0.028 0.314 -0.594
H -4.367 -1.016 -1.119 -0.075 0.767 -0.196
H -4.739 1.360 -3.248 0.278 -0.091 0.219
H -3.428 0.159 -3.234 -0.409 0.327 0.571
H -3.051 1.897 -3.144 -0.473 -0.217 0.398
C 1.349 -0.497 2.991 -0.845 0.867 -0.151
C 1.063 0.822 2.512 -0.149 -0.593 0.834
C -0.256 0.829 1.978 -0.432 -0.367 0.444
H 1.676 1.699 2.707 -0.162 -0.278 -0.179
C -0.750 -0.517 2.039 0.088 0.058 0.896
C 0.260 -1.326 2.660 -0.728 0.523 -0.262
H 0.125 -2.374 2.921 0.198 0.243 -0.194
H 2.190 -0.773 3.622 0.025 -0.023 -0.539
H -0.808 1.714 1.658 0.253 -0.409 0.102
H -1.733 -0.867 1.713 0.554 0.192 0.335
C 2.411 0.272 -1.828 -0.711 0.761 -0.086
C 3.112 0.866 -0.750 -0.731 0.702 -0.143
C 2.220 1.767 -0.076 0.678 -0.066 -1.126
H 4.190 0.788 -0.574 -0.632 -0.336 0.270
C 0.994 1.800 -0.800 0.157 0.084 -0.694
C 1.099 0.850 -1.882 0.775 0.525 -0.039
H 0.324 0.619 -2.620 0.616 0.216 0.377
H 2.816 -0.393 -2.593 -0.134 0.050 0.463
H 2.513 2.457 0.707 -0.146 -0.265 -0.063
H 0.161 2.488 -0.608 0.531 -0.513 -0.125
Zr 0.833 -0.304 0.237 3.854 0.641 1.947
N 3.189 -4.341 -0.080 -0.503 -0.640 -0.417
N 3.547 -3.052 0.125 -0.979 3.074 4.258
N 4.505 -2.760 1.095 -1.305 0.057 -2.221
C 4.160 -1.561 1.557 -1.681 -1.338 -1.948
N 2.959 -1.149 1.025 0.693 -2.868 -1.186
N 2.504 -2.130 0.209 3.558 0.555 1.241
H 2.628 -4.378 -0.919 0.163 -0.397 -0.269
H 3.987 -4.948 -0.060 0.417 -0.224 -0.217
H 4.783 -1.032 2.237 0.107 0.466 0.414
```
Forces are in eV/Å.

## Properties
LUMO level, eV: -7.74
Gap between HOMO and LUMO, eV: 6.63
Charge: +2
HOMO level, hartree: -0.5282
Strongest force on any atom, Eh/bohr: 0.10388

These are the Mulliken partial charges, in e, on atoms 1 to 5: number 1, C, carries 1.18; number 2, C, carries -1.17; number 3, C, carries -1.29; number 4, C, carries -1.17; number 5, Cl, carries -0.35